[1]
{"formula": "C16H16Cl2N2O3S", "method": "wB97M-V/def2-TZVPD", "species": ["O", "S", "O", "N", "C", "C", "C", "C", "C", "C", "H", "H", "N", "C", "H", "C", "O", "C", "C", "H", "H", "H", "H", "H", "H", "H", "H", "H", "H", "C", "C", "C", "C", "C", "C", "Cl", "H", "H", "Cl", "H"], "xyz": [[4.31, 0.10, 0.03], [3.08, 0.14, 0.74], [3.04, 0.82, 2.00], [2.56, -1.45, 0.95], [1.16, -1.58, 1.01], [0.47, -0.87, 1.99], [-0.91, -0.81, 1.96], [-1.64, -1.43, 0.94], [-0.94, -2.22, 0.03], [0.44, -2.29, 0.06], [0.97, -2.88, -0.68], [-1.45, -2.77, -0.74], [-3.02, -1.28, 0.89], [-3.81, -1.98, -0.10], [-3.45, -3.00, -0.22], [-3.79, -1.21, -1.44], [-3.54, 0.16, -1.23], [-4.21, 0.64, -0.08], [-3.61, 0.01, 1.20], [-2.84, 0.68, 1.59], [-4.39, -0.11, 1.96], [-5.29, 0.42, -0.16], [-4.08, 1.72, -0.08], [-4.74, -1.35, -1.97], [-2.97, -1.55, -2.08], [-4.83, -2.02, 0.29], [-1.42, -0.28, 2.74], [1.02, -0.36, 2.76], [3.00, -2.06, 0.27], [1.73, 0.82, -0.26], [0.84, 1.68, 0.35], [-0.33, 2.03, -0.30], [-0.61, 1.53, -1.57], [0.29, 0.69, -2.18], [1.46, 0.32, -1.53], [2.56, -0.76, -2.26], [0.09, 0.29, -3.17], [-1.54, 1.78, -2.05], [-1.45, 3.08, 0.47], [1.08, 2.04, 1.34]], "de_lowest_kj_mol": 165.93, "orbital_gap_ev": 8.02, "smiles": "O=S(=O)(Nc1ccc(N2CCOCC2)cc1)c1cc(Cl)ccc1Cl", "homo_energy_ev": -7.8}

[2]
{"formula": "CH4NO2S", "method": "wB97M-V/def2-TZVPD", "species": ["C", "N", "O", "O", "S", "H", "H", "H", "H"], "xyz": [[1.27, -1.17, 0.62], [-1.22, 1.65, 0.38], [-1.01, -1.57, -0.96], [0.86, -0.07, -1.62], [0.11, -0.68, -0.52], [1.32, -0.19, 1.06], [0.81, -1.94, 1.21], [-1.67, 1.64, -0.55], [-0.47, 2.34, 0.37]], "de_lowest_kj_mol": 572.97, "orbital_gap_ev": [6.55, 7.86], "charge": -1, "homo_energy_ev": [-3.0, -4.2]}

[3]
{"formula": "C2H4NOS2", "method": "wB97M-V/def2-TZVPD", "species": ["C", "C", "N", "O", "S", "S", "H", "H", "H", "H"], "xyz": [[-1.89, 0.32, -0.29], [0.76, 0.03, -0.17], [1.84, -0.22, 0.82], [-1.49, 1.43, -0.84], [-3.50, 0.27, 0.02], [-0.93, -0.98, 0.22], [2.42, -0.99, 0.28], [0.44, 1.01, -0.51], [1.22, -0.49, -1.06], [1.13, -0.38, 1.54]], "de_lowest_kj_mol": 125.72, "orbital_gap_ev": 6.44, "charge": -1, "smiles": "NCSC([O-])=S", "homo_energy_ev": -3.1}

[4]
{"formula": "C3H4O2", "method": "wB97M-V/def2-TZVPD", "species": ["C", "C", "C", "O", "O", "H", "H", "H", "H"], "xyz": [[-2.08, -0.13, -0.39], [-0.89, -0.23, -0.12], [0.72, -0.09, 0.42], [0.86, 1.14, 1.01], [1.48, -0.17, -0.72], [-3.04, -0.37, -0.77], [0.73, -1.05, 1.05], [0.84, 1.91, 0.50], [1.39, -1.02, -0.99]], "de_lowest_kj_mol": 335.12, "orbital_gap_ev": 10.94, "smiles": "C#CC(O)O", "homo_energy_ev": -10.2}

[5]
{"formula": "HO2S", "method": "wB97M-V/def2-TZVPD", "species": ["O", "O", "S", "H"], "xyz": [[-0.43, -1.42, -0.30], [-0.91, 1.59, -0.16], [-0.02, -0.20, 0.42], [1.35, 0.02, 0.04]], "de_lowest_kj_mol": 254.77, "orbital_gap_ev": 7.45, "charge": -1, "homo_energy_ev": -3.3}

[6]
{"formula": "CH12AsF6MgO5", "method": "wB97M-V/def2-TZVPD", "species": ["Mg", "As", "F", "F", "F", "F", "F", "F", "O", "H", "H", "O", "H", "H", "O", "H", "H", "O", "H", "H", "C", "O", "H", "H", "H", "H"], "xyz": [[0.39, 0.53, -0.58], [0.56, -1.28, 2.66], [0.89, 0.11, 3.71], [0.74, -0.19, 1.20], [0.12, -2.68, 1.57], [0.47, -2.25, 4.19], [-1.26, -0.93, 2.76], [2.28, -1.65, 2.33], [0.08, 2.37, 0.17], [0.57, 2.79, 0.88], [-0.31, 3.09, -0.32], [0.63, -1.33, -1.24], [0.11, -2.12, -1.11], [1.26, -1.56, -1.92], [2.32, 0.88, -0.87], [3.05, 0.34, -0.58], [2.73, 1.71, -1.14], [-0.06, 1.18, -2.38], [-0.21, 0.58, -3.11], [0.10, 2.03, -2.79], [-2.53, -0.51, -0.78], [-1.60, 0.20, -0.01], [-2.96, 0.03, -1.61], [-1.94, -1.26, -1.31], [-3.32, -0.94, -0.17], [-2.12, 0.85, 0.46]], "s_squared": 0.758, "orbital_gap_ev": [12.52, 3.75], "charge": 2, "multiplicity": 2, "homo_energy_ev": [-20.2, -18.8]}

[7]
{"formula": "C2H4N2O3S", "method": "wB97M-V/def2-TZVPD", "species": ["C", "C", "H", "H", "H", "H", "N", "N", "O", "O", "O", "S"], "xyz": [[0.25, -0.13, 0.18], [-1.16, -0.89, -0.16], [3.04, 0.22, 0.15], [0.89, -1.93, 0.14], [-0.39, 2.66, -0.48], [-2.38, 0.82, 0.87], [1.24, -0.93, 0.44], [0.51, 1.13, 0.12], [2.48, -0.42, -0.42], [-0.72, 1.69, -0.40], [-0.95, -1.97, -0.43], [-2.81, -0.23, -0.02]], "de_lowest_kj_mol": 543.43, "orbital_gap_ev": 9.11, "smiles": "O=C(S)/C(=N\\O)NO", "homo_energy_ev": -9.1}

[8]
{"formula": "C41H31IN3O2OsP", "method": "wB97M-V/def2-TZVPD", "species": ["Os", "I", "C", "C", "C", "C", "C", "C", "C", "C", "C", "P", "C", "C", "C", "C", "C", "C", "C", "C", "C", "C", "C", "C", "C", "H", "H", "H", "H", "H", "H", "H", "H", "H", "H", "H", "H", "H", "H", "H", "H", "O", "C", "O", "C", "C", "C", "C", "C", "C", "N", "C", "C", "C", "C", "C", "C", "N", "H", "H", "H", "H", "H", "H", "H", "H", "H", "H", "N", "C", "C", "C", "C", "C", "C", "H", "H", "H", "H", "H"], "xyz": [[0.65, -1.16, 0.50], [3.11, -0.83, -0.53], [3.93, 0.82, 0.43], [5.20, 0.64, 0.91], [5.90, 1.73, 1.45], [5.32, 2.96, 1.45], [4.01, 3.16, 0.95], [3.49, 4.48, 0.89], [2.26, 4.72, 0.36], [1.46, 3.63, -0.03], [1.88, 2.32, 0.04], [0.56, 1.10, -0.37], [-0.93, 2.01, 0.16], [-1.07, 2.36, 1.51], [-2.19, 3.07, 1.93], [-3.16, 3.46, 1.01], [-3.01, 3.13, -0.33], [-1.91, 2.40, -0.75], [0.47, 1.04, -2.17], [1.27, 1.84, -2.99], [1.17, 1.73, -4.37], [0.27, 0.84, -4.94], [-0.53, 0.04, -4.12], [-0.42, 0.13, -2.75], [3.23, 2.06, 0.47], [5.68, -0.33, 0.85], [6.91, 1.59, 1.83], [5.86, 3.82, 1.82], [4.11, 5.29, 1.25], [1.88, 5.72, 0.28], [0.46, 3.85, -0.39], [-0.29, 2.13, 2.22], [-2.28, 3.35, 2.97], [-4.02, 4.02, 1.34], [-3.76, 3.44, -1.05], [-1.80, 2.16, -1.80], [1.97, 2.54, -2.56], [1.79, 2.34, -5.01], [0.19, 0.76, -6.01], [-1.23, -0.65, -4.56], [-1.03, -0.50, -2.11], [-6.31, -2.62, -2.66], [-5.86, -1.42, -2.25], [-6.38, -0.41, -2.60], [-4.68, -1.42, -1.31], [-3.64, -2.34, -1.39], [-2.53, -2.22, -0.58], [-2.47, -1.19, 0.35], [-3.52, -0.27, 0.45], [-4.61, -0.38, -0.38], [-1.32, -1.03, 1.18], [-1.45, -0.67, 2.41], [-0.25, -0.35, 3.16], [-0.27, -0.06, 4.51], [0.92, 0.24, 5.16], [2.08, 0.21, 4.41], [2.04, -0.09, 3.06], [0.90, -0.36, 2.42], [-5.91, -3.34, -2.16], [-3.68, -3.14, -2.13], [-1.71, -2.92, -0.67], [-3.45, 0.56, 1.14], [-5.41, 0.35, -0.35], [-2.43, -0.60, 2.87], [-1.22, -0.06, 5.04], [0.93, 0.47, 6.21], [3.04, 0.42, 4.87], [2.94, -0.11, 2.48], [0.65, -2.83, 0.02], [0.70, -4.10, -0.44], [0.50, -4.34, -1.82], [0.54, -5.63, -2.29], [0.77, -6.68, -1.40], [0.97, -6.46, -0.04], [0.94, -5.16, 0.44], [0.33, -3.49, -2.46], [0.39, -5.84, -3.34], [0.79, -7.69, -1.78], [1.14, -7.29, 0.62], [1.10, -4.95, 1.49]], "de_lowest_kj_mol": 27.85, "orbital_gap_ev": 6.35, "charge": 2, "homo_energy_ev": -13.5}

[9]
{"formula": "C19H31N2O6PS", "method": "wB97M-V/def2-TZVPD", "species": ["C", "C", "O", "O", "C", "C", "C", "C", "C", "C", "C", "C", "C", "C", "N", "S", "N", "C", "H", "H", "H", "H", "H", "H", "H", "H", "H", "H", "H", "H", "H", "H", "H", "H", "O", "P", "O", "C", "C", "O", "C", "C", "O", "C", "C", "H", "H", "H", "H", "H", "H", "H", "H", "H", "H", "H", "H", "H", "H", "H"], "xyz": [[1.60, 0.96, -5.77], [0.44, -0.12, -5.22], [0.57, -1.38, -5.69], [-0.61, 0.32, -4.27], [-0.68, -0.56, -3.10], [0.76, -0.93, -2.42], [0.73, -0.96, -0.75], [1.80, -2.13, -0.30], [2.77, -1.68, 0.97], [4.28, -2.29, 0.58], [5.62, -1.36, 0.40], [7.02, -2.17, -0.04], [7.05, -3.82, -0.29], [5.69, -4.71, -0.09], [5.39, -6.18, -0.27], [3.69, -6.63, 0.05], [3.21, -4.97, 0.45], [4.31, -3.94, 0.34], [2.04, 1.59, -4.88], [2.45, 0.37, -6.32], [1.14, 1.71, -6.57], [-1.36, -0.07, -2.27], [-1.18, -1.58, -3.42], [1.64, -0.21, -2.71], [1.04, -2.03, -2.80], [-0.36, -1.36, -0.46], [0.94, 0.09, -0.29], [2.54, -2.26, -1.23], [1.32, -3.19, -0.13], [2.84, -0.52, 1.11], [2.34, -2.17, 1.95], [5.58, -0.20, 0.56], [8.00, -1.56, -0.22], [8.03, -4.40, -0.63], [-2.17, 1.72, 0.91], [-3.28, 2.26, 1.85], [-3.36, 0.89, 2.78], [-2.29, 0.61, 3.67], [-2.25, 1.60, 4.82], [-4.55, 1.89, 0.83], [-4.33, 1.77, -0.57], [-4.01, 0.33, -0.95], [-4.52, 2.86, 2.90], [-4.32, 4.16, 3.42], [-3.97, 5.18, 2.36], [-1.34, 0.60, 3.13], [-2.46, -0.39, 4.07], [-1.92, 2.58, 4.47], [-1.56, 1.27, 5.59], [-3.24, 1.73, 5.26], [-3.55, 2.46, -0.90], [-5.25, 2.08, -1.07], [-3.25, -0.12, -0.30], [-3.67, 0.27, -1.99], [-4.91, -0.30, -0.85], [-3.54, 4.12, 4.18], [-5.25, 4.46, 3.92], [-3.01, 4.95, 1.88], [-3.89, 6.18, 2.80], [-4.73, 5.20, 1.57]], "de_lowest_kj_mol": 1499.58, "orbital_gap_ev": 6.39, "smiles": "CC(=O)OCCCCCc1cccc2nsnc12.CCOP(=O)(OCC)OCC", "homo_energy_ev": -8.3}

[10]
{"formula": "C5H9N2O", "method": "wB97M-V/def2-TZVPD", "species": ["C", "C", "C", "C", "C", "N", "N", "O", "H", "H", "H", "H", "H", "H", "H", "H", "H"], "xyz": [[0.71, -0.75, 1.14], [-0.29, -1.44, 0.71], [1.03, 0.65, 0.67], [-1.26, -2.45, 0.52], [0.48, 2.21, -1.20], [0.20, 1.00, -0.46], [-0.74, 0.21, -0.74], [-1.56, 0.33, -1.61], [1.41, -1.14, 1.88], [0.86, 1.34, 1.50], [2.09, 0.72, 0.40], [-0.89, -3.40, 0.92], [-1.46, -2.60, -0.54], [-2.20, -2.19, 1.02], [-0.31, 2.32, -1.95], [0.50, 3.08, -0.54], [1.44, 2.13, -1.71]], "s_squared": 2.021, "de_lowest_kj_mol": 351.83, "orbital_gap_ev": [5.77, 6.31], "charge": 1, "multiplicity": 3, "homo_energy_ev": [-11.2, -14.2]}

[11]
{"formula": "C3H5NOP", "method": "wB97M-V/def2-TZVPD", "species": ["C", "C", "C", "N", "O", "P", "H", "H", "H", "H", "H"], "xyz": [[0.69, -0.75, 0.85], [-0.75, -0.65, 0.65], [0.85, 1.13, -1.04], [-1.12, 0.19, -0.46], [-2.07, 0.96, -0.11], [1.80, 0.16, 0.03], [0.95, -1.69, 1.39], [-1.07, -1.67, 0.29], [-1.36, -0.42, 1.65], [0.75, 0.64, -2.04], [1.34, 2.11, -1.20]], "de_lowest_kj_mol": 128.69, "orbital_gap_ev": 6.54, "charge": -1, "homo_energy_ev": -2.0}

[12]
{"formula": "CH21O13", "method": "wB97M-V/def2-TZVPD", "species": ["O", "C", "O", "O", "H", "O", "H", "H", "O", "H", "H", "O", "H", "H", "O", "H", "H", "O", "H", "H", "O", "H", "H", "O", "H", "H", "O", "H", "H", "O", "H", "H", "O", "H", "H"], "xyz": [[0.61, -1.23, 0.71], [-0.10, -0.25, 0.17], [-1.35, -0.32, 0.31], [0.43, 0.76, -0.27], [-0.11, -1.67, 1.15], [-1.95, -1.96, -2.48], [-1.56, -1.21, -2.02], [-2.89, -1.88, -2.32], [2.38, -1.16, 3.46], [1.75, -0.86, 4.11], [1.86, -1.30, 2.67], [3.15, 0.25, 0.79], [3.28, -0.70, 0.87], [2.28, 0.34, 0.40], [0.71, 3.60, 0.97], [0.94, 2.69, 0.77], [-0.22, 3.56, 1.21], [-4.24, -0.23, 1.15], [-4.55, -1.13, 1.12], [-3.31, -0.29, 0.95], [-2.34, 1.64, -1.62], [-3.24, 1.55, -1.32], [-1.81, 1.34, -0.89], [1.37, -0.59, -3.35], [1.20, -1.35, -2.80], [1.38, 0.15, -2.74], [1.94, 1.94, -2.07], [1.50, 2.73, -2.38], [1.34, 1.56, -1.43], [-1.29, 1.15, 3.17], [-0.99, 1.32, 2.28], [-1.65, 0.26, 3.13], [1.49, -2.98, -1.43], [2.38, -3.17, -1.71], [1.59, -2.54, -0.59]], "de_lowest_kj_mol": 79.45, "orbital_gap_ev": 9.85, "charge": -1, "homo_energy_ev": -7.4}

[13]
{"formula": "C26H39BF2NO5", "method": "wB97M-V/def2-TZVPD", "species": ["C", "C", "O", "B", "O", "C", "O", "C", "C", "C", "O", "C", "C", "C", "C", "N", "O", "C", "C", "C", "C", "H", "H", "H", "H", "H", "H", "H", "H", "H", "H", "H", "H", "H", "H", "H", "H", "H", "H", "H", "H", "H", "H", "H", "H", "H", "H", "H", "H", "H", "F", "C", "C", "C", "C", "C", "C", "H", "H", "H", "H", "H", "F", "C", "C", "C", "C", "C", "C", "H", "H", "H", "H", "H"], "xyz": [[-1.26, -3.88, -0.23], [-1.66, -2.55, 0.41], [-0.84, -2.21, 1.54], [0.10, -1.25, 1.32], [0.78, -1.20, 0.10], [0.36, -0.20, 2.50], [0.43, -0.94, 3.74], [1.64, -1.61, 3.99], [1.39, -2.73, 4.99], [1.21, -2.20, 6.41], [2.51, -3.62, 4.94], [-0.96, 0.60, 2.60], [-0.88, 2.08, 2.23], [-0.46, 2.91, 3.45], [-2.28, 2.57, 1.83], [0.05, 2.21, 1.08], [-0.41, 1.62, 0.03], [1.49, 1.90, 1.36], [2.21, 1.60, 0.04], [2.19, 3.15, 1.95], [1.60, 0.70, 2.34], [-0.80, -4.53, 0.51], [-0.58, -3.73, -1.06], [-2.16, -4.37, -0.60], [-2.67, -2.63, 0.80], [-1.63, -1.75, -0.33], [0.35, -0.58, -0.49], [2.09, -2.04, 3.10], [2.37, -0.91, 4.44], [0.51, -3.29, 4.68], [1.81, -1.31, 6.58], [1.56, -2.97, 7.11], [0.17, -1.97, 6.62], [3.31, -3.08, 4.96], [-1.32, 0.50, 3.63], [-1.71, 0.13, 1.97], [-1.31, 2.92, 4.13], [-0.30, 3.94, 3.15], [0.41, 2.51, 3.96], [-3.01, 2.04, 2.44], [-2.50, 2.34, 0.79], [-2.38, 3.64, 2.02], [1.96, 2.34, -0.71], [2.04, 0.60, -0.31], [3.27, 1.69, 0.25], [2.93, 2.87, 2.70], [1.49, 3.87, 2.36], [2.73, 3.68, 1.16], [1.85, 1.07, 3.33], [2.45, 0.11, 1.98], [-1.83, -2.06, -3.27], [-0.81, -2.19, -4.14], [-1.05, -2.79, -5.37], [0.01, -2.92, -6.26], [1.27, -2.45, -5.92], [1.48, -1.86, -4.69], [0.44, -1.72, -3.79], [-2.04, -3.15, -5.61], [-0.16, -3.38, -7.22], [2.09, -2.55, -6.62], [2.47, -1.50, -4.42], [0.58, -1.26, -2.82], [-2.12, 4.32, -6.56], [-1.91, 3.40, -5.59], [-1.39, 3.80, -4.39], [-1.18, 2.85, -3.40], [-1.50, 1.52, -3.63], [-2.03, 1.14, -4.86], [-2.24, 2.08, -5.85], [-1.15, 4.85, -4.23], [-0.78, 3.15, -2.44], [-1.34, 0.78, -2.85], [-2.27, 0.10, -5.03], [-2.66, 1.81, -6.81]], "s_squared": 0.754, "orbital_gap_ev": [9.39, 8.97], "multiplicity": 2, "homo_energy_ev": [-8.8, -9.1]}

[14]
{"formula": "C32H26MgN9S3", "method": "wB97M-V/def2-TZVPD", "species": ["Mg", "C", "N", "C", "C", "C", "C", "C", "C", "C", "N", "C", "C", "C", "C", "C", "C", "N", "C", "C", "H", "H", "H", "H", "H", "H", "H", "H", "H", "H", "H", "H", "H", "H", "H", "H", "H", "H", "H", "H", "S", "C", "S", "C", "C", "N", "C", "N", "S", "N", "C", "C", "C", "C", "C", "N", "C", "C", "N", "C", "C", "C", "C", "C", "N", "H", "H", "H", "H", "H", "H"], "xyz": [[0.19, -0.15, 0.20], [-2.92, -0.53, -0.26], [-1.80, 0.22, -0.84], [-2.08, 1.66, -0.72], [-1.62, -0.21, -2.22], [-2.62, -0.02, -3.16], [-2.52, -0.52, -4.45], [-1.39, -1.25, -4.77], [-0.37, -1.44, -3.86], [-0.42, -0.90, -2.56], [0.54, -1.02, -1.60], [1.89, -1.08, -1.87], [2.50, -0.81, -3.11], [3.87, -0.78, -3.26], [4.71, -1.04, -2.19], [4.14, -1.26, -0.94], [2.77, -1.25, -0.78], [2.17, -1.41, 0.54], [2.03, -2.85, 0.81], [2.93, -0.79, 1.63], [-3.87, -0.27, -0.75], [-2.76, -1.60, -0.38], [-3.02, -0.30, 0.81], [-3.02, 1.94, -1.20], [-2.13, 1.93, 0.34], [-1.26, 2.24, -1.15], [-3.51, 0.54, -2.87], [-3.30, -0.34, -5.17], [-1.29, -1.69, -5.76], [0.48, -2.04, -4.14], [1.89, -0.53, -3.96], [4.29, -0.51, -4.22], [5.79, -1.00, -2.30], [4.79, -1.40, -0.08], [3.02, -3.33, 0.79], [1.58, -3.02, 1.79], [1.42, -3.30, 0.03], [3.87, -1.33, 1.84], [3.16, 0.24, 1.38], [2.33, -0.82, 2.54], [0.20, 4.38, -0.01], [1.36, 3.43, -0.83], [1.87, 1.86, -0.24], [1.99, 3.91, -1.98], [2.94, 3.17, -2.73], [3.74, 2.62, -3.36], [1.70, 5.21, -2.49], [1.49, 6.27, -2.90], [-1.15, -2.10, 7.51], [-1.33, -2.97, 6.15], [-1.07, -2.16, 5.14], [-1.10, -2.51, 3.75], [-1.43, -3.78, 3.27], [-1.42, -4.01, 1.91], [-1.06, -2.96, 1.06], [-0.74, -1.75, 1.50], [-0.77, -1.51, 2.82], [-0.44, -0.16, 3.23], [-0.17, 0.71, 2.25], [0.11, 1.97, 2.57], [0.14, 2.41, 3.90], [-0.11, 1.52, 4.92], [-0.42, 0.20, 4.59], [-0.73, -0.83, 5.56], [-0.74, -0.67, 6.87], [-1.69, -4.56, 3.97], [-1.68, -4.97, 1.50], [-1.01, -3.11, -0.01], [0.31, 2.67, 1.75], [0.37, 3.45, 4.09], [-0.08, 1.82, 5.96]], "de_lowest_kj_mol": 0.00, "orbital_gap_ev": 4.20, "charge": -1, "homo_energy_ev": -3.7}